#one
Formula: C3H5NOS
Source: OMol25
Level of theory: ωB97M-V/def2-TZVPD

```
! RIJCOSX wB97M-V def2-TZVPD def2/J DEFGRID3
* xyz 0 1
C -1.924 0.334 0.095
C -1.550 -0.950 -0.359
N -0.328 -1.082 -0.057
O 0.184 0.015 0.560
C -0.831 0.889 0.652
H -2.958 0.683 0.184
H -2.125 -1.672 -0.788
H -0.691 1.804 1.251
S 4.000 -0.053 -0.761
H 2.693 -0.444 -1.137
H 3.529 0.476 0.360
*
```

## Properties
- LUMO energy (eV) = 0.89
- SMILES = c1cnoc1.S
- Kohn-Sham gap (eV) = 10.352

Löwdin atomic charge list, values in e, 5 entries: -0.07, -0.13, 0.04, -0.04, -0.12

#two
Formula: C3H5NOS
Source: OMol25
Level of theory: ωB97M-V/def2-TZVPD

```
! RIJCOSX wB97M-V def2-TZVPD def2/J DEFGRID3
* xyz 0 1
C 0.803 0.726 0.077
C 0.981 -0.821 0.021
C -1.403 0.127 0.380
N -0.373 1.148 0.169
O -2.583 0.429 -0.182
S -0.770 -1.483 -0.161
H 1.689 1.419 -0.307
H 1.575 -1.076 -0.922
H 1.285 -1.253 0.998
H -1.850 0.101 1.711
H -2.508 0.360 -1.167
*
```

## Properties
- LUMO energy (eV) = 0.69
- Kohn-Sham gap (eV) = 9.835

Löwdin atomic charge list, values in e, 5 entries: -0.22, -0.41, -0.80, 0.03, -0.09

#three
Formula: C3H5NOS
Source: OMol25
Level of theory: ωB97M-V/def2-TZVPD

```
! RIJCOSX wB97M-V def2-TZVPD def2/J DEFGRID3
* xyz 0 1
C 2.089 0.140 0.724
C 0.491 -0.094 0.750
C -1.280 0.111 -0.848
H 2.268 0.993 -0.282
H 2.471 0.651 1.601
H 2.657 -1.028 0.305
H 0.263 -0.274 1.799
H -2.254 -0.044 -1.449
N -1.112 1.279 -0.535
O -0.132 1.212 0.457
S -0.273 -1.243 -0.353
*
```

## Properties
- LUMO energy (eV) = 0.68
- Kohn-Sham gap (eV) = 9.546

Löwdin atomic charge list, values in e, 5 entries: -0.10, -0.67, -0.53, 0.15, 0.03

The least stable of them is #three.

#one
Formula: C3H5NOS
Source: OMol25
Level of theory: ωB97M-V/def2-TZVPD

```
! RIJCOSX wB97M-V def2-TZVPD def2/J DEFGRID3
* xyz 0 1
C -0.260 -0.181 -2.213
C -0.025 0.900 -1.528
C 0.280 0.690 -0.001
O 0.874 1.563 0.591
S -0.369 -0.992 1.026
N 0.033 -0.678 2.629
H -0.259 -0.268 -3.245
H -0.371 -1.165 -1.725
H 0.227 1.815 -1.932
H 0.493 -1.420 3.115
H -0.623 -0.264 3.283
*
```

## Properties
- LUMO energy (eV) = 0.59
- SMILES = C=CC(=O)SN
- Kohn-Sham gap (eV) = 9.333

Löwdin atomic charge list, values in e, 5 entries: 0.01, -0.11, -0.49, 0.01, 0.75

#two
Formula: C3H5NOS
Source: OMol25
Level of theory: ωB97M-V/def2-TZVPD

```
! RIJCOSX wB97M-V def2-TZVPD def2/J DEFGRID3
* xyz 0 1
O -0.046 2.308 -0.059
C -0.134 1.127 -0.294
C -1.335 0.097 -0.106
C -0.134 -0.987 -0.024
N 0.835 0.130 -0.470
S 2.495 0.352 -0.184
H -2.008 -0.304 -0.982
H -1.876 0.214 0.790
H -0.362 -1.820 -0.800
H -0.032 -1.415 0.939
H 2.596 0.298 1.191
*
```

## Properties
- LUMO energy (eV) = 0.70
- SMILES = O=C1CCN1S
- Kohn-Sham gap (eV) = 10.340

Löwdin atomic charge list, values in e, 5 entries: 0.08, -0.51, -0.03, -0.14, -0.46

The least stable of them is #one.

#one
Formula: C3H5NOS
Source: OMol25
Level of theory: ωB97M-V/def2-TZVPD

```
! RIJCOSX wB97M-V def2-TZVPD def2/J DEFGRID3
* xyz 0 1
C -1.191 -1.137 -0.306
C -0.544 0.255 -0.287
C 0.737 0.234 0.548
H -2.211 -0.962 0.557
H -1.550 -1.462 -1.421
H -0.311 -1.931 0.011
H 1.141 2.142 0.081
H 2.583 1.115 0.695
N 1.193 1.437 0.719
O 1.135 -0.894 0.968
S -0.983 1.203 -1.566
*
```

## Properties
- LUMO energy (eV) = -1.32
- Kohn-Sham gap (eV) = 7.619

Löwdin atomic charge list, values in e, 5 entries: -0.19, -0.74, -0.63, 0.17, 0.09

#two
Formula: C3H5NOS
Source: OMol25
Level of theory: ωB97M-V/def2-TZVPD

```
! RIJCOSX wB97M-V def2-TZVPD def2/J DEFGRID3
* xyz 0 1
C 2.524 0.460 -0.043
N 2.111 -0.694 0.123
S 0.518 -1.310 -0.072
C -0.637 0.056 -0.048
C -2.195 -0.362 0.072
O -0.194 1.174 -0.011
H 3.612 0.421 0.242
H 1.858 1.416 -0.350
H -2.679 0.156 0.941
H -2.701 0.120 -0.864
H -2.218 -1.435 0.011
*
```

## Properties
- LUMO energy (eV) = 0.87
- SMILES = C=NSC(C)=O
- Kohn-Sham gap (eV) = 10.058

Löwdin atomic charge list, values in e, 5 entries: -0.16, -0.38, 0.93, -0.73, -0.06

#three
Formula: C3H5NOS
Source: OMol25
Level of theory: ωB97M-V/def2-TZVPD

```
! RIJCOSX wB97M-V def2-TZVPD def2/J DEFGRID3
* xyz 0 1
H -0.905 2.749 0.349
N -1.281 1.787 0.204
C -0.386 0.979 0.000
C -0.570 -0.558 -0.172
C 0.763 -1.255 0.122
S 2.076 -0.030 0.182
O 0.796 1.448 -0.113
H -1.346 -1.069 0.293
H -0.984 -0.465 -1.207
H 0.707 -1.668 1.089
H 1.130 -1.917 -0.748
*
```

## Properties
- LUMO energy (eV) = -0.86
- SMILES = [H]/N=C1/CCSO1
- Kohn-Sham gap (eV) = 8.458

Löwdin atomic charge list, values in e, 5 entries: 0.09, 0.14, -0.68, -0.14, -0.49

The least stable of them is #one.

#one
Formula: C3H5NOS
Source: OMol25
Level of theory: ωB97M-V/def2-TZVPD

```
! RIJCOSX wB97M-V def2-TZVPD def2/J DEFGRID3
* xyz 0 1
C -2.412 -0.108 -0.283
C -0.199 -0.829 0.071
C 2.410 0.257 0.166
N -2.750 0.822 0.401
O 0.294 -1.892 0.087
S 0.643 0.700 -0.241
H -2.608 -0.634 -1.237
H 2.476 -0.616 -0.472
H 2.722 0.091 1.193
H 3.037 1.023 -0.381
H -3.612 1.187 0.697
*
```

## Properties
- LUMO energy (spin up / spin down) (eV) = 0.54 / 0.54
- Kohn-Sham gap (spin up / spin down) (eV) = 7.910 / 7.908

Löwdin atomic charge list, values in e, 5 entries: -0.08, -0.63, -0.37, 0.09, -0.02

#two
Formula: C3H5NOS
Source: OMol25
Level of theory: ωB97M-V/def2-TZVPD

```
! RIJCOSX wB97M-V def2-TZVPD def2/J DEFGRID3
* xyz 0 1
C 1.621 -0.143 0.416
C -1.057 0.591 -0.029
C -2.020 1.530 -0.148
H 0.948 -3.146 -0.341
H 2.843 0.135 0.419
H -0.958 -0.339 -0.370
H -1.775 2.546 0.344
H -2.896 0.719 -0.262
N 0.941 -1.129 -0.050
O 1.816 -2.156 -0.654
S 0.537 1.392 0.675
*
```

## Properties
- LUMO energy (eV) = 0.03
- Kohn-Sham gap (eV) = 8.672

Löwdin atomic charge list, values in e, 5 entries: -0.44, -0.42, -0.11, 0.29, 0.15

#three
Formula: C3H5NOS
Source: OMol25
Level of theory: ωB97M-V/def2-TZVPD

```
! RIJCOSX wB97M-V def2-TZVPD def2/J DEFGRID3
* xyz 0 1
C 1.772 -0.492 0.005
C 0.282 -0.395 -0.007
C -1.661 0.865 -0.019
H 2.187 0.061 0.836
H 2.133 -1.503 -0.039
H 2.078 0.052 -0.892
H -2.017 1.515 -0.810
H -1.966 1.323 0.952
N -0.491 -1.399 -0.006
O -0.226 0.865 -0.012
S -2.091 -0.892 -0.009
*
```

## Properties
- LUMO energy (eV) = 0.92
- Kohn-Sham gap (eV) = 9.064

Löwdin atomic charge list, values in e, 5 entries: 0.01, -0.55, -0.43, 0.08, 0.08

The least stable of them is #two.

#one
Formula: C3H5NOS
Source: OMol25
Level of theory: ωB97M-V/def2-TZVPD

```
! RIJCOSX wB97M-V def2-TZVPD def2/J DEFGRID3
* xyz 0 1
C 0.610 0.408 1.686
C -0.120 0.582 0.377
C -0.240 -0.609 -1.580
H 0.901 1.364 2.405
H -1.244 0.656 0.418
H -0.147 1.708 -0.355
H 0.242 -1.641 0.096
H -0.748 -1.743 -2.106
N 0.305 -0.689 -0.321
O 1.163 -0.720 1.888
S -0.722 0.685 -2.509
*
```

## Properties
- LUMO energy (eV) = 0.17
- Kohn-Sham gap (eV) = 8.703

Löwdin atomic charge list, values in e, 5 entries: -0.20, -0.23, -0.74, 0.16, 0.11

#two
Formula: C3H5NOS
Source: OMol25
Level of theory: ωB97M-V/def2-TZVPD

```
! RIJCOSX wB97M-V def2-TZVPD def2/J DEFGRID3
* xyz 0 1
C 0.858 0.195 1.544
C -0.360 0.749 1.518
C -0.158 -0.334 -1.880
N 0.957 -0.942 0.763
O -1.192 0.212 0.608
S -0.372 -1.132 -0.141
H 1.625 0.368 2.245
H -0.911 1.389 2.297
H -1.109 -0.137 -2.401
H 0.361 -0.949 -2.558
H 0.302 0.581 -1.995
*
```

## Properties
- LUMO energy (eV) = 0.43
- Kohn-Sham gap (eV) = 7.780

Löwdin atomic charge list, values in e, 5 entries: -0.26, -0.27, -0.22, -0.31, -0.33

The least stable of them is #one.

#one
Formula: C6H10O2
Source: OMol25
Level of theory: ωB97M-V/def2-TZVPD

```
! RIJCOSX wB97M-V def2-TZVPD def2/J DEFGRID3
* xyz 0 1
C 2.386 0.696 -0.144
C 1.206 0.278 -0.615
O 0.718 0.678 -1.839
C 0.461 -0.958 0.155
C -0.495 -1.720 -0.728
O 1.057 -1.496 1.081
H 2.911 1.543 -0.572
H 2.735 0.346 0.822
H 1.291 1.374 -2.200
H -1.443 -1.831 -0.198
H -0.715 -1.240 -1.681
H -0.084 -2.713 -0.925
C -1.156 0.647 1.520
C -2.213 0.995 0.780
H -1.263 0.355 2.560
H -0.091 0.798 1.070
H -2.090 1.192 -0.280
H -3.215 1.056 1.193
*
```

## Properties
- LUMO energy (eV) = 0.38
- SMILES = C=C(O)C(C)=O.C=C
- Kohn-Sham gap (eV) = 9.713

Löwdin atomic charge list, values in e, 5 entries: 0.07, -0.33, 0.01, -0.41, -0.01

#two
Formula: C6H10O2
Source: OMol25
Level of theory: ωB97M-V/def2-TZVPD

```
! RIJCOSX wB97M-V def2-TZVPD def2/J DEFGRID3
* xyz 0 1
C 0.869 0.668 3.113
C 0.710 0.422 1.519
C -0.420 0.020 0.846
C -0.344 -0.782 -0.386
C 0.012 0.288 -1.598
C -0.860 0.121 -2.733
O -1.783 0.766 -3.080
O -0.810 -1.264 -3.015
H 1.879 0.323 3.319
H 0.267 0.066 3.746
H 1.017 1.738 3.433
H 1.684 0.695 1.034
H -1.294 0.173 1.389
H 0.366 -1.591 -0.190
H -1.371 -1.209 -0.591
H 0.033 1.296 -1.143
H 1.077 -0.149 -1.790
H -1.031 -1.581 -3.874
*
```

## Properties
- LUMO energy (eV) = 0.74
- SMILES = C/C=C/CCC(=O)O
- Kohn-Sham gap (eV) = 9.626

Löwdin atomic charge list, values in e, 5 entries: -0.09, -0.11, -0.16, -0.16, -0.08

The least stable of them is #one.